No. 1
DFT (ωB97M-V with the def2-TZVPD basis set) results for C43H31Cl2F13N2O9STa as an isolated structure.

Cartesian coordinates (Å):
1 Ta 0.409 -1.484 0.451
2 C 4.356 4.484 -0.263
3 C 3.852 3.137 0.173
4 C 3.956 2.690 1.478
5 C 3.411 1.483 1.875
6 C 2.701 0.632 1.008
7 N 2.050 -0.545 1.438
8 C 2.371 -1.072 2.733
9 C 2.316 -0.265 3.875
10 C 2.715 -0.704 5.123
11 C 3.163 -2.002 5.307
12 C 3.618 -2.506 6.649
13 C 3.081 -2.853 4.218
14 C 2.646 -2.436 2.963
15 C 2.296 -3.508 1.944
16 O 1.523 -3.045 0.921
17 C 3.565 -4.149 1.321
18 F 4.433 -4.606 2.244
19 F 4.221 -3.251 0.591
20 F 3.258 -5.182 0.525
21 C 1.459 -4.673 2.609
22 F 0.762 -5.336 1.678
23 F 0.589 -4.224 3.510
24 F 2.233 -5.591 3.233
25 C 2.756 1.021 -0.361
26 C 3.283 2.252 -0.729
27 C 2.366 0.021 -1.432
28 O 1.227 -0.652 -1.080
29 C 2.002 0.648 -2.817
30 F 1.558 -0.305 -3.642
31 F 2.991 1.289 -3.465
32 F 1.015 1.545 -2.667
33 C 3.541 -1.011 -1.655
34 F 3.068 -2.238 -1.855
35 F 4.304 -0.700 -2.725
36 F 4.370 -1.039 -0.610
37 H 5.064 4.890 0.461
38 H 3.539 5.203 -0.364
39 H 4.860 4.427 -1.230
40 H 4.473 3.292 2.218
41 H 3.566 1.199 2.899
42 H 1.905 0.724 3.780
43 H 2.656 -0.023 5.965
44 H 3.850 -1.678 7.320
45 H 4.511 -3.126 6.556
46 H 2.845 -3.114 7.125
47 H 3.324 -3.897 4.366
48 H 3.283 2.537 -1.770
49 C -1.298 4.087 -4.835
50 C -2.610 3.763 -4.129
51 C -3.829 3.854 -5.037
52 C -3.758 2.807 -6.140
53 C -3.474 1.442 -5.568
54 C -3.790 0.301 -6.276
55 C -3.523 -0.950 -5.740
56 F -3.851 -2.036 -6.475
57 C -2.953 -1.108 -4.508
58 C -2.629 0.031 -3.770
59 C -1.998 -0.152 -2.435
60 O -1.751 -1.276 -2.025
61 C -1.707 1.078 -1.729
62 C -1.979 2.265 -2.332
63 N -2.551 2.420 -3.541
64 C -2.884 1.300 -4.298
65 C -1.001 1.185 -0.413
66 O -0.643 2.273 -0.009
67 O -0.837 0.075 0.264
68 H -1.339 5.084 -5.277
69 H -1.084 3.364 -5.623
70 H -0.468 4.055 -4.128
71 H -2.744 4.451 -3.293
72 H -3.889 4.859 -5.458
73 H -4.726 3.693 -4.434
74 H -2.977 3.073 -6.859
75 H -4.695 2.779 -6.699
76 H -4.253 0.373 -7.253
77 H -2.740 -2.081 -4.088
78 H -1.704 3.177 -1.817
79 O 0.156 -3.008 -1.160
80 C -0.904 -3.406 -0.635
81 O -1.306 -2.827 0.418
82 H -1.477 -4.236 -1.058
83 Cl 1.626 3.851 4.937
84 C 0.822 3.784 3.344
85 Cl 0.037 2.246 3.041
86 H 1.591 3.925 2.592
87 H 0.085 4.577 3.315
88 O -7.141 -2.753 2.986
89 C -6.525 -1.702 2.378
90 O -7.197 -0.870 1.831
91 C -5.041 -1.654 2.483
92 C -4.262 -2.760 2.830
93 C -2.888 -2.649 2.921
94 C -2.254 -1.431 2.672
95 S -0.503 -1.277 2.876
96 C -3.035 -0.327 2.328
97 C -4.410 -0.440 2.225
98 H -6.481 -3.267 3.466
99 H -4.706 -3.738 2.988
100 H -2.277 -3.508 3.162
101 H -2.546 0.619 2.141
102 H -5.020 0.410 1.951

Forces on atoms 1 to 6 (eV/Å):
0.30 0.19 0.40
0.02 0.01 0.00
-0.01 -0.01 0.01
0.02 0.04 -0.02
-0.02 -0.08 -0.01
0.02 0.01 0.03

## Properties
**Maximum force**: 0.0103 hartree/bohr
**Total charge**: -1
**Spin multiplicity**: 1
**Relative energy (zero: lowest compared OMol25 entry of this formula, charge and spin)**: 66.9 kJ/mol
**HOMO-LUMO gap**: 0.257 Ha

No. 2
DFT (ωB97M-V with the def2-TZVPD basis set) results for C10H15FeO7P as an isolated structure at a distorted geometry.

Cartesian coordinates (Å):
1 O -0.420 -3.187 -2.447
2 C -0.312 -2.035 -2.366
3 Fe -0.113 -0.263 -2.434
4 O -1.910 -0.063 -4.727
5 C -1.180 -0.145 -3.832
6 C 1.556 -0.135 -2.952
7 O 2.640 0.076 -3.297
8 C -0.502 1.483 -2.420
9 O -0.810 2.606 -2.419
10 C 1.625 -3.046 1.756
11 C 1.133 -2.586 0.403
12 O 0.423 -1.333 0.626
13 P 0.239 -0.039 -0.330
14 O -1.080 0.607 0.387
15 C -1.601 0.001 1.592
16 C -2.940 0.606 1.886
17 O 1.459 0.909 0.133
18 C 1.543 2.393 0.201
19 C 0.442 3.030 1.006
20 H 2.476 -2.437 2.072
21 H 1.956 -4.087 1.697
22 H 0.840 -2.977 2.517
23 H 1.955 -2.423 -0.316
24 H 0.426 -3.306 -0.030
25 H -1.725 -1.079 1.446
26 H -0.896 0.192 2.411
27 H -3.665 0.326 1.115
28 H -3.266 0.185 2.836
29 H -2.917 1.695 1.973
30 H 2.503 2.565 0.695
31 H 1.579 2.785 -0.825
32 H 0.282 2.525 1.968
33 H 0.755 4.050 1.230
34 H -0.495 3.108 0.446

Forces on atoms 1 to 6 (eV/Å):
0.39 4.66 0.22
-0.97 -11.04 0.07
1.06 -0.89 1.70
2.98 -0.15 3.52
-7.97 0.06 -9.39
9.26 1.31 -2.90

## Properties
**Maximum force**: 0.2396 hartree/bohr
**Total charge**: +2
**Spin multiplicity**: 5
**Relative energy (zero: lowest compared OMol25 entry of this formula, charge and spin)**: 159.1 kJ/mol
**HOMO-LUMO gap (spin up / spin down)**: 0.265 / 0.198 Ha

No. 3
DFT (ωB97M-V with the def2-TZVPD basis set) results for a single CH2IOP molecule at a distorted geometry.

Cartesian coordinates (Å):
1 C 0.500 0.271 0.425
2 O -1.782 0.312 -1.023
3 P -0.396 0.461 -1.328
4 I 0.229 -1.919 -0.120
5 H -0.151 0.506 1.356
6 H 1.599 0.368 0.691

Forces on the atoms, in the same order (eV/Å):
-0.50 -0.45 0.78
-3.42 0.30 0.42
3.68 0.43 0.57
0.65 0.34 0.71
0.93 -0.59 -1.73
-1.35 -0.01 -0.75

## Properties
**Maximum force**: 0.0729 hartree/bohr
**Total charge**: 0
**Spin multiplicity**: 1
**Relative energy (zero: lowest compared OMol25 entry of this formula, charge and spin)**: 45.0 kJ/mol
**HOMO-LUMO gap**: 0.341 Ha